Computed, not measured: a molecular structure, C17H12IN3O2Pt, with wB97M-V/def2-TZVPD.

The geometry in XYZ format:
```
36
Properties=species:S:1:pos:R:3:nbo_charge:R:1
Pt -0.174 0.014 -0.063 0.7505
O 6.090 -1.119 2.509 -0.7212
C 5.783 -0.080 1.907 0.7326
O 6.413 0.946 1.612 -0.7220
C 4.303 -0.060 1.419 -0.0229
C 3.814 1.044 0.726 -0.2066
C 2.499 1.033 0.306 0.2214
N 1.728 -0.025 0.570 -0.4824
C 2.162 -1.096 1.230 0.2279
C 3.471 -1.142 1.675 -0.2080
C 1.111 -2.126 1.390 0.1628
C 1.350 -3.317 2.044 -0.2103
C 0.330 -4.249 2.166 -0.1279
C -0.904 -3.953 1.624 -0.2444
C -1.083 -2.741 0.978 0.0802
N -0.112 -1.839 0.855 -0.4401
C 1.782 2.096 -0.441 0.1702
C 2.376 3.284 -0.825 -0.2085
C 1.632 4.223 -1.520 -0.1294
C 0.307 3.954 -1.818 -0.2421
C -0.235 2.750 -1.409 0.0775
N 0.480 1.846 -0.740 -0.4389
H 4.506 1.859 0.554 0.2650
H 3.903 -1.973 2.218 0.2650
H 2.331 -3.507 2.453 0.2440
H 0.505 -5.186 2.677 0.2334
H -1.736 -4.640 1.688 0.2381
H -2.039 -2.480 0.544 0.2345
H 3.412 3.464 -0.578 0.2455
H 2.087 5.155 -1.826 0.2341
H -0.307 4.660 -2.359 0.2384
H -1.265 2.477 -1.610 0.2424
I -3.810 -1.004 -0.744 0.0549
C -2.178 0.367 -0.881 -1.0255
H -2.190 0.967 0.020 0.2560
H -1.608 0.099 -1.761 0.2559
```

HOMO	-8.217	eV
LUMO energy	-1.520	eV
Kohn-Sham gap	6.697	eV
multiplicity	1
energy relative to the best compared isomer or geometry (same formula, charge and spin)	37.6	kcal per mole
molecular weight	612.284	Da